No. 1
DFT (wB97M-V/def2-TZVPD) results for an isolated molecule of C4H8O3.

- net charge = 0
- SMILES = CO[C@@](C)(O)C=O
- energy relative to the best compared isomer or geometry (same formula, charge and spin) (kcal per mole) = 36.0
- frontier orbital gap (eV) = 11.0
- HOMO level (eV) = -10.21

The geometry in XYZ format:
```
15
C4H8O3 | the Open Molecules 2025 dataset | wB97M-V/def2-TZVPD
C -1.881 0.560 0.395
O -0.764 -0.198 0.817
C 0.419 0.009 0.074
O 0.748 1.348 -0.077
C 1.468 -0.667 0.962
C 0.362 -0.648 -1.303
O 2.416 -0.053 1.390
H -1.719 1.630 0.564
H -2.727 0.217 0.994
H -2.111 0.399 -0.667
H 1.293 -1.731 1.205
H -0.105 -1.635 -1.239
H 1.374 -0.752 -1.708
H -0.206 -0.019 -1.993
H 1.434 1.541 0.586
```

These are the Mulliken partial charges, in e, on atoms 1 to 4:
1. C -0.712
2. O -0.376
3. C 1.125
4. O -0.587

=====

No. 2
DFT (wB97M-V/def2-TZVPD) results for C4H4N4 as an isolated structure at a distorted geometry.

- net charge = 0
- energy relative to the best compared isomer or geometry (same formula, charge and spin) (kcal per mole) = 119.7
- frontier orbital gap (eV) = 8.5
- HOMO level (eV) = -7.79

The geometry in XYZ format:
```
12
C4H4N4 | the Open Molecules 2025 dataset | wB97M-V/def2-TZVPD
C -1.766 0.027 1.080
C -1.473 0.058 -0.251
C 2.125 -0.037 -0.673
C 0.924 0.006 -1.214
N -0.644 -0.062 1.829
N 1.580 -0.116 1.231
N -0.103 -0.010 -0.305
N 0.342 -0.073 0.995
H -2.722 0.076 1.553
H -2.093 0.112 -1.119
H 3.163 -0.026 -0.867
H 0.667 0.045 -2.259
```

These are the Mulliken partial charges, in e, on atoms 1 to 4:
1. C -0.355
2. C -0.228
3. C -0.520
4. C -0.044

=====

No. 3
DFT (wB97M-V/def2-TZVPD) results for an isolated molecule of C2H4N4 at a distorted geometry.

- net charge = 0
- energy relative to the best compared isomer or geometry (same formula, charge and spin) (kcal per mole) = 80.0
- frontier orbital gap (alpha / beta) (eV) = 7.9 / 7.9
- HOMO level (alpha / beta) (eV) = -9.33 / -9.33

The geometry in XYZ format:
```
10
C2H4N4 | the Open Molecules 2025 dataset | wB97M-V/def2-TZVPD
N 2.077 0.066 -0.205
C 0.739 -0.284 -0.214
N 0.204 -1.462 -0.099
N -1.800 -0.709 0.154
C -1.357 0.493 -0.052
N -0.116 0.774 -0.366
H 2.214 1.049 0.018
H 2.791 -0.554 0.151
H -2.756 -0.741 0.557
H -1.997 1.368 0.055
```

These are the Mulliken partial charges, in e, on atoms 1 to 4:
1. N -0.433
2. C 0.592
3. N -0.321
4. N -0.484

=====

No. 4
DFT (wB97M-V/def2-TZVPD) results for a 2-piece molecular cluster, C5H13NO2 overall at a distorted geometry.

- net charge = 0
- SMILES = CCC(C)(O)O.C=N
- energy relative to the best compared isomer or geometry (same formula, charge and spin) (kcal per mole) = 60.9
- frontier orbital gap (eV) = 10.2
- HOMO level (eV) = -9.66

The geometry in XYZ format:
```
21
C5H13NO2 | the Open Molecules 2025 dataset | wB97M-V/def2-TZVPD
C -0.086 -0.316 1.114
C 2.437 -0.738 -1.187
C -0.045 0.979 1.897
N 2.354 0.055 -0.185
H 1.882 0.941 -0.395
H 0.861 -0.846 1.163
H -0.809 -1.012 1.536
H 3.057 -1.623 -1.069
H 0.632 -1.212 -1.308
H 2.280 -0.434 -2.232
H 0.236 0.784 2.933
H -1.014 1.476 1.901
H 0.665 1.676 1.457
C -2.304 -0.157 -0.278
C -0.795 -0.140 -0.466
O -0.381 1.103 -0.967
O -0.413 -1.174 -1.271
H -0.554 1.132 -1.916
H -2.613 -1.115 0.128
H -2.610 0.641 0.395
H -2.782 -0.020 -1.250
```

These are the Mulliken partial charges, in e, on atoms 1 to 4:
1. C -0.626
2. C -0.479
3. C -0.974
4. N -0.450

=====

No. 5
DFT (wB97M-V/def2-TZVPD) results for C19H16ClN3O4 as an isolated structure at a distorted geometry.

- net charge = 0
- energy relative to the best compared isomer or geometry (same formula, charge and spin) (kcal per mole) = 381.5
- frontier orbital gap (eV) = 7.1
- HOMO level (eV) = -8.12

The geometry in XYZ format:
```
43
C19H16ClN3O4 | the Open Molecules 2025 dataset | wB97M-V/def2-TZVPD
C 3.582 2.235 1.110
C 3.291 0.804 0.778
C 2.121 0.374 1.269
C 1.644 -1.060 1.041
C 2.416 -2.031 0.132
C 3.534 -1.440 -0.165
C 3.856 -0.168 0.200
Cl 5.418 0.566 -0.738
H 4.185 -1.960 -0.899
N 2.075 -3.224 -0.005
C 0.731 -3.495 -0.211
O 0.505 -4.794 -0.382
C -0.259 -2.867 -0.578
C -1.481 -2.710 0.195
C -2.505 -1.843 -0.138
C -2.345 -0.738 -0.730
N -3.160 0.099 -0.963
H -4.070 0.101 -0.365
C -2.840 1.671 -1.656
C -2.188 2.494 -0.551
C -0.927 2.374 -0.281
C -0.848 3.575 0.843
C -1.929 4.246 0.735
O -2.856 3.562 0.041
H -2.267 5.182 0.944
H 0.231 3.770 1.230
H -0.127 1.458 -0.424
H -2.393 1.618 -2.583
H -3.991 2.001 -1.661
C -1.008 -0.711 -1.476
C -0.066 -1.510 -1.406
H 0.818 -1.579 -2.032
H -0.828 0.169 -2.223
N -3.708 -2.127 0.719
O -3.781 -2.993 1.527
O -4.566 -0.997 0.627
H -1.677 -3.626 0.640
H 2.785 -3.837 0.245
H 0.664 -1.368 1.522
H 1.209 1.040 1.996
H 4.588 2.204 1.664
H 2.664 2.804 1.900
H 3.504 2.731 0.111
```

These are the Mulliken partial charges, in e, on atoms 1 to 4:
1. C -1.165
2. C 0.103
3. C -0.353
4. C -0.409

=====

No. 6
DFT (wB97M-V/def2-TZVPD) results for C32H55N4O as an isolated structure at a distorted geometry.

- net charge = +1
- energy relative to the best compared isomer or geometry (same formula, charge and spin) (kcal per mole) = 717.2
- frontier orbital gap (eV) = 7.6
- HOMO level (eV) = -10.84

The geometry in XYZ format:
```
92
C32H55N4O | the Open Molecules 2025 dataset | wB97M-V/def2-TZVPD
C -8.985 0.277 -0.139
C -7.459 0.768 -0.023
C -6.425 -0.085 -0.651
C -5.098 0.287 -0.453
C -4.104 -0.815 -1.185
C -2.754 -0.224 -0.793
C -1.741 -1.180 -1.314
C -1.444 -2.322 -0.818
C -0.446 -3.223 -1.464
C -0.128 -4.614 -0.636
C 0.420 -4.219 0.771
C 1.840 -3.897 0.569
C 2.577 -3.813 1.914
C 1.936 -2.340 2.760
H 0.862 -2.666 2.826
H 2.360 -2.300 3.798
C 2.027 -1.309 1.937
H 1.406 -1.357 1.039
C 1.488 0.119 2.607
H 1.900 0.183 3.727
H 0.304 -0.250 2.828
N 1.239 1.435 2.137
C 0.683 2.423 2.930
H -0.356 1.983 3.329
H 1.277 2.631 3.533
H 0.646 3.281 2.337
C 0.586 1.055 0.735
H 1.155 0.832 -0.047
H -0.459 0.720 1.047
H 0.418 2.195 0.416
C 2.770 1.876 1.655
H 3.290 1.616 2.507
H 3.200 1.133 0.970
C 2.968 3.081 1.204
N 2.538 3.422 -0.117
C 1.544 4.497 -0.309
N 1.327 4.741 -1.761
C 0.277 5.562 -1.519
C -0.596 5.969 -0.742
C -0.435 5.498 0.577
N 0.780 4.473 0.861
H -1.085 5.641 1.581
H -1.499 6.554 -0.892
H 0.096 5.745 -2.774
C 3.380 3.214 -1.275
C 3.618 1.613 -1.515
C 4.603 0.738 -1.122
C 4.609 -0.662 -1.376
C 3.379 -0.984 -2.117
C 2.153 -0.176 -2.312
C 2.370 1.161 -2.162
H 1.549 1.794 -2.461
H 1.619 -0.622 -2.951
O 3.253 -2.475 -2.185
C 4.396 -3.336 -2.006
H 3.973 -4.140 -2.266
H 5.112 -3.012 -2.791
H 4.496 -3.346 -1.018
H 5.356 -1.028 -1.132
H 5.554 1.254 -0.419
H 3.221 3.647 -2.164
H 4.546 3.462 -0.840
H 4.123 3.367 1.220
H 2.364 3.899 1.999
H 3.060 -1.067 1.679
H 2.510 -4.565 2.729
H 3.627 -3.529 1.945
H 2.105 -3.031 0.111
H 2.383 -4.900 0.322
H -0.042 -3.633 1.741
H 0.478 -5.247 1.390
H 0.531 -5.228 -1.147
H -1.206 -5.079 -0.538
H -0.738 -3.236 -2.542
H 0.623 -2.863 -1.508
H -2.253 -2.867 -0.694
H -1.165 -2.005 0.263
H -1.946 -1.282 -2.540
H -0.487 -0.435 -1.741
H -2.598 0.807 -1.184
H -2.576 -0.033 0.298
H -4.243 -0.856 -2.113
H -4.288 -1.670 -0.371
H -5.005 1.192 -0.776
H -4.743 0.551 0.511
H -6.829 -0.147 -1.743
H -6.647 -1.069 -0.236
H -7.510 1.453 -0.563
H -7.441 0.779 1.233
H -9.311 -0.726 0.278
H -9.112 0.048 -1.148
H -9.750 0.885 0.279
```

These are the Mulliken partial charges, in e, on atoms 1 to 4:
1. C -1.399
2. C -0.562
3. C -0.331
4. C -1.595